10 unconnected molecules or ions with the total composition C42H79Cl18F9N2O5S at a distorted geometry. Source: the Open Molecules 2025 dataset; level of theory: wB97M-V/def2-TZVPD.

Geometry as XYZ:
```
156
Properties=species:S:1:pos:R:3:lowdin_charge:R:1
C 7.269 -0.434 -0.154 -0.1099
C 6.661 0.490 -1.234 -0.2412
C 5.253 1.011 -0.886 -0.2574
C 5.260 2.451 -0.372 -0.2117
C 3.873 2.817 0.177 -0.2257
C 3.543 4.311 0.058 -0.2134
C 2.252 4.661 0.822 -0.2163
C 1.007 4.278 0.007 -0.1986
C -0.285 4.251 0.854 -0.1632
C -1.187 3.018 0.556 -0.1839
C -2.350 3.437 -0.353 -0.1260
C -3.401 2.401 -0.793 -0.3620
O -3.995 2.746 -2.021 -0.0880
C -4.495 4.068 -2.143 -0.3881
O -3.554 4.887 -2.791 0.0205
C -5.834 3.987 -2.912 -0.1380
C -5.790 4.479 -4.353 -0.1636
C -4.969 3.583 -5.282 -0.1938
F -5.720 3.232 -6.403 -0.0654
C -4.581 2.066 0.246 -0.2449
N -5.757 1.680 -0.464 0.0160
C -6.277 0.329 -0.361 -0.2590
C -7.794 0.314 -0.601 -0.0715
N -4.817 3.215 1.122 -0.0934
O -3.847 3.274 2.134 0.0018
C -6.107 3.303 1.788 -0.3365
C -6.634 2.042 2.472 0.0074
F -7.046 3.792 0.886 -0.0095
S -2.545 0.866 -1.374 0.8417
O -3.476 0.049 -2.102 -0.2474
O -1.339 1.248 -2.057 -0.2720
C -1.954 -0.184 0.080 -0.4336
F -0.626 -0.319 -0.075 0.1183
F -2.174 0.376 1.277 0.1181
C -2.546 -1.637 0.117 -0.3655
F -3.864 -1.647 -0.062 0.1580
F -2.307 -2.107 1.366 0.1468
C -1.849 -2.626 -0.872 -0.5521
F -2.675 -3.658 -1.073 0.1787
F -1.577 -2.063 -2.038 0.1920
F -0.726 -3.098 -0.340 0.1814
H 8.233 -0.061 0.192 0.0269
H 6.618 -0.536 0.717 0.0646
H 7.448 -1.440 -0.535 0.0664
H 7.348 1.317 -1.412 0.0985
H 6.600 -0.079 -2.165 0.0914
H 4.795 0.350 -0.148 0.1025
H 4.639 1.013 -1.786 0.0492
H 5.474 3.121 -1.209 0.1144
H 6.017 2.595 0.403 0.1148
H 3.119 2.267 -0.393 0.0743
H 3.787 2.525 1.227 0.1140
H 4.380 4.913 0.417 0.1094
H 3.375 4.550 -0.996 0.1115
H 2.225 5.719 1.093 0.1095
H 2.252 4.097 1.760 0.1025
H 1.182 3.298 -0.439 0.0786
H 0.907 5.017 -0.791 0.1162
H -0.860 5.158 0.660 0.1110
H -0.013 4.225 1.909 0.1051
H -0.559 2.265 0.084 0.0858
H -1.552 2.645 1.506 0.0881
H -1.898 3.812 -1.271 0.1264
H -2.846 4.284 0.114 0.1208
H -4.696 4.509 -1.165 0.1204
H -2.967 4.314 -3.301 0.1124
H -6.611 4.514 -2.360 0.0609
H -6.126 2.934 -2.934 0.1176
H -6.813 4.438 -4.740 0.1181
H -5.483 5.521 -4.430 0.1119
H -4.680 2.662 -4.770 0.1179
H -4.077 4.096 -5.646 0.1157
H -4.260 1.199 0.845 0.1339
H -6.465 2.392 -0.536 0.1014
H -5.827 -0.303 -1.127 0.0957
H -6.073 -0.114 0.620 0.1010
H -8.257 -0.541 -0.111 0.0758
H -8.263 1.210 -0.186 0.0630
H -8.023 0.299 -1.665 0.0763
H -3.855 2.418 2.600 0.1080
H -5.969 4.076 2.542 0.1495
H -5.840 1.300 2.588 0.0787
H -6.980 2.281 3.476 0.0851
H -7.440 1.575 1.914 0.0716
Cl -1.242 -7.314 3.167 0.5635
C -0.916 -6.317 1.722 -0.6498
C -1.683 -6.795 0.515 -0.6607
Cl -1.091 -8.367 -0.082 0.5568
H 0.155 -6.332 1.541 0.0737
H -1.218 -5.300 1.968 0.0658
H -1.557 -6.082 -0.298 0.0577
H -2.743 -6.897 0.729 0.0711
Cl 0.780 -10.832 7.236 0.5349
C 1.077 -9.838 5.785 -0.6653
C 0.288 -10.316 4.595 -0.6826
Cl 0.859 -11.903 4.008 0.5409
H 2.145 -9.855 5.585 0.0684
H 0.779 -8.820 6.029 0.0700
H 0.401 -9.611 3.775 0.0323
H -0.768 -10.413 4.831 0.0670
Cl 11.160 1.273 1.024 0.5364
C 10.712 1.054 2.736 -0.6602
C 10.945 -0.360 3.203 -0.6717
Cl 9.830 -1.506 2.426 0.5394
H 9.668 1.338 2.842 0.0659
H 11.326 1.740 3.317 0.0705
H 10.778 -0.422 4.277 0.0714
H 11.959 -0.688 2.984 0.0420
Cl 1.908 1.728 -3.111 0.5849
C 1.152 0.141 -3.413 -0.6421
C 1.652 -0.903 -2.448 -0.6558
Cl 3.372 -1.294 -2.710 0.5885
H 1.362 -0.137 -4.443 0.0723
H 0.078 0.272 -3.288 0.0346
H 1.088 -1.826 -2.566 0.0625
H 1.550 -0.555 -1.423 0.0583
Cl -6.531 6.819 -1.061 0.6215
C -8.006 7.244 -0.157 -0.6430
C -9.054 7.865 -1.046 -0.6524
Cl -8.568 9.479 -1.625 0.5715
H -7.720 7.916 0.648 0.0701
H -8.390 6.320 0.274 0.0662
H -9.979 7.990 -0.486 0.0734
H -9.251 7.246 -1.918 0.0686
Cl 2.533 -13.812 -0.648 0.5326
C 1.188 -12.742 -0.171 -0.6644
C 1.034 -11.573 -1.108 -0.6664
Cl 2.396 -10.429 -0.983 0.5283
H 1.371 -12.410 0.846 0.0414
H 0.281 -13.344 -0.188 0.0741
H 0.130 -11.021 -0.855 0.0401
H 0.970 -11.898 -2.143 0.0682
Cl 10.305 -4.954 0.351 0.5282
C 12.016 -5.094 -0.116 -0.6683
C 12.929 -4.391 0.855 -0.6545
Cl 12.736 -2.620 0.796 0.5454
H 12.121 -4.692 -1.121 0.0696
H 12.253 -6.157 -0.135 0.0476
H 13.966 -4.609 0.608 0.0711
H 12.734 -4.711 1.876 0.0688
Cl -7.771 13.343 -2.077 0.5342
C -8.966 13.104 -0.776 -0.6784
C -8.644 13.921 0.449 -0.6667
Cl -7.176 13.338 1.277 0.5337
H -9.000 12.043 -0.546 0.0137
H -9.933 13.410 -1.173 0.0736
H -9.463 13.845 1.162 0.0707
H -8.490 14.967 0.199 0.0661
Cl 10.495 -8.722 -0.186 0.5397
C 9.322 -9.419 0.963 -0.6574
C 7.897 -9.210 0.521 -0.6654
Cl 7.407 -7.499 0.606 0.5326
H 9.506 -8.971 1.936 0.0686
H 9.532 -10.486 1.020 0.0712
H 7.229 -9.765 1.178 0.0719
H 7.746 -9.549 -0.500 0.0679
```

Output
- charge = 0
- calculated total energy (eV) = -318748.5244
- SMILES = CCCCCCCCCCC[C@](O[C@@H](O)CCCF)([C@H](NCC)N(O)[C@H](C)F)S(=O)(=O)C(F)(F)C(F)(F)C(F)(F)F.ClCCCl.ClCCCl.ClCCCl.ClCCCl.ClCCCl.ClCCCl.ClCCCl.ClCCCl.ClCCCl
- energy above the lowest of the compared OMol25 structures with the same formula, charge and spin (kcal per mole) = 0.00
- E_LUMO (eV) = 0.060
- orbital gap (eV) = 9.48
- highest occupied orbital energy (eV) = -9.4